Molecular formula: C15H20HgO10Sb
Method: DFT, ωB97M-V/def2-TZVPD

Calculated values
- frontier orbital gap (alpha / beta) (eV) = 6.7 / 5.4
- 2S+1 = 2
- net charge = -2
- E_LUMO (alpha / beta) (eV) = 4.444 / 3.167
- HOMO level (alpha / beta) (eV) = -2.3 / -2.3

Last column: Löwdin spin population.
Geometry (Å):
Hg 1.56 -0.45 1.41  0.000
O 3.15 -3.89 0.13  0.000
C 2.10 -3.53 -0.65  0.000
O 2.23 -2.94 -1.68  0.000
C 0.80 -4.03 -0.04  0.000
O -0.23 -3.15 -0.33  0.000
C -1.39 -3.45 0.43  0.000
C -2.48 -2.34 0.39  0.000
O -3.62 -2.80 0.62  0.000
O -2.12 -1.16 0.23  0.000
H 3.94 -3.49 -0.26  0.000
H 0.95 -4.14 1.04  0.000
H 0.61 -5.03 -0.45  0.000
H -1.12 -3.57 1.49  0.000
H -1.84 -4.38 0.08  0.000
O 4.00 2.41 7.45  0.152
C 3.20 1.99 6.64  0.058
C 2.72 0.57 6.52  0.056
O 2.77 -0.28 7.38  0.147
C 2.14 0.41 5.14  0.051
C 2.06 1.78 4.52  0.050
O 1.69 2.03 3.39  0.142
C 2.56 2.78 5.53  0.054
O 2.44 3.98 5.48  0.146
O 1.81 -0.63 4.61  0.143
C -0.46 1.52 -4.71  0.000
C 0.41 0.94 -3.60  0.000
Sb -0.53 0.08 -1.75  0.000
C -0.84 1.99 -0.73  0.000
C -0.64 3.27 -1.54  0.000
C -2.51 -0.11 -2.67  0.000
C -3.40 1.13 -2.66  0.000
H 0.14 1.86 -5.57  0.000
H -1.03 2.38 -4.37  0.000
H -1.16 0.78 -5.09  0.000
H 1.12 1.70 -3.24  0.000
H 1.00 0.11 -3.98  0.000
H -0.16 1.97 0.13  0.000
H -1.86 1.94 -0.33  0.000
H 0.39 3.35 -1.90  0.000
H -0.85 4.15 -0.93  0.000
H -1.30 3.30 -2.41  0.000
H -2.98 -0.91 -2.10  0.000
H -2.35 -0.47 -3.69  0.000
H -3.59 1.46 -1.64  0.000
H -4.37 0.92 -3.13  0.000
H -2.95 1.96 -3.21  0.000